This record from OMol25 describes a cluster of 14 separate species, C15H58N10O14 in total. The level of theory is wB97M-V/def2-TZVPD.

Geometry as XYZ:
```
97
Properties=species:S:1:pos:R:3:forces:R:3
O -1.0295 -3.8879 3.1008 -0.6 -0.2 0.5
O 2.8285 2.7901 1.0948 1.8 -3.5 -5.9
O 4.5575 -0.1369 -3.0052 -4.0 -1.4 0.8
O 2.3405 0.6121 2.6408 -1.0 -1.4 1.5
O 0.7565 3.2991 -3.9802 5.6 -1.1 -0.9
O -1.3815 -3.1679 0.5688 2.8 0.0 -1.5
O -2.3065 0.4261 -3.1212 0.5 1.6 -2.3
O -3.3915 4.8601 -1.3982 0.8 1.5 -0.4
O -0.4885 -1.8089 -2.5992 4.8 -5.8 0.8
O 4.0345 -1.5559 1.4528 -1.3 0.0 0.4
O 0.0705 1.4301 -0.4042 -0.2 -0.1 -0.3
O 0.8135 4.6261 -0.7512 -0.8 0.9 -0.2
O -3.1225 0.3121 4.6288 3.7 -4.3 -2.8
O -3.5085 0.4641 -0.2452 0.9 2.9 6.1
N -2.0895 1.4161 1.3018 7.3 3.4 0.1
N -1.7515 -0.6869 2.9438 0.6 0.5 -5.4
N 3.1195 -1.8839 -3.3632 -0.1 -5.9 -0.5
N 2.2945 0.0481 -2.6312 -1.7 2.3 1.2
N 0.7655 -3.3179 -1.2632 0.5 -1.2 4.9
N 2.5665 2.5291 -1.2122 -3.1 2.2 -2.5
N -1.9695 -1.7129 4.7778 0.2 -4.0 5.0
N 4.1645 1.4121 -0.3122 4.1 -3.2 2.3
N -3.9855 1.0801 2.0828 -4.0 -0.2 0.2
N 1.0445 -3.4619 -3.4162 0.9 -3.1 -3.4
C 0.3225 4.6561 0.6058 0.2 1.1 -0.7
C 3.2035 2.1951 -0.1302 -2.6 5.6 7.2
C -3.2525 -0.5969 -3.3852 -0.6 1.9 3.1
C 0.3215 -3.8549 3.5068 1.9 0.8 -0.6
C -0.4155 2.9281 -3.4612 -2.9 -0.7 0.3
C 3.1505 -1.8179 0.3198 3.2 0.4 0.5
C 1.0605 -3.0829 2.4188 -0.5 2.4 2.9
C 0.3915 -2.8939 -2.4042 -5.6 5.8 -2.1
C -2.3285 -0.7189 4.0908 -4.2 6.7 2.8
C -3.2355 1.0401 1.0088 -6.1 -4.6 -6.1
C 1.1495 1.2571 3.0768 -0.1 -1.6 -0.5
C 0.0735 0.0361 -0.1362 -1.3 0.0 0.2
C 3.3235 -0.6619 -2.9802 6.8 2.6 -0.4
C -2.8065 3.9391 -0.5542 -1.3 -0.9 1.5
C -2.5895 -2.8159 0.0518 -3.1 1.1 0.2
H 4.4495 1.0551 -1.2022 0.3 -0.5 -0.8
H -0.9145 -0.4959 -0.1712 0.5 1.1 -0.8
H 2.1335 -1.6409 0.4408 -1.6 0.4 1.6
H 2.6205 0.9711 1.8238 0.3 1.2 -1.0
H -1.4965 1.3941 0.5068 1.1 0.5 -0.4
H 4.6055 1.0971 0.5538 0.2 0.0 -0.7
H -2.0255 0.1111 2.3588 0.8 -0.9 0.2
H -3.0405 -2.0799 0.7488 -0.3 -0.1 -0.9
H -3.5475 3.2591 -0.1552 -0.3 -0.4 -0.1
H 2.9745 2.5971 -2.1272 0.8 -0.1 0.0
H 2.1935 -2.5739 -3.2222 3.0 3.2 -0.9
H -4.1965 4.5321 -1.7692 -0.5 -0.5 -0.2
H 3.2665 -2.8539 0.0698 0.2 -0.5 -0.7
H 1.4205 -0.4359 -2.7062 -0.8 0.4 0.3
H -2.6765 -2.4819 -0.9852 1.3 0.7 0.2
H 1.2975 -4.1819 -1.0262 -0.7 1.1 -1.0
H -1.4455 -3.5599 1.4238 -0.2 -0.2 1.1
H -4.9505 0.8321 1.9548 -0.1 -0.2 0.1
H 4.9585 -1.3229 1.2708 -0.7 -0.3 -0.8
H 1.4075 2.5701 -3.7542 -1.0 1.5 -0.9
H -1.4145 -1.5049 2.3608 -0.6 1.2 1.6
H 0.6205 1.7461 2.2908 0.2 1.2 -0.8
H 0.7065 -3.6099 -4.3632 -0.7 1.2 0.3
H 0.4385 -3.3439 4.4748 -0.3 -0.3 -0.2
H 0.3955 -0.1959 0.8288 0.8 0.2 2.2
H 0.3895 0.5001 3.3148 0.5 -0.1 0.7
H -0.5285 5.2781 0.7218 -0.8 1.1 -0.4
H -1.5655 0.0821 -2.6162 -0.3 -0.5 0.0
H -2.0305 3.3471 -0.9372 1.1 -0.9 -1.4
H -0.6515 3.7071 -2.7502 -1.1 -0.2 0.4
H -2.3745 4.3441 0.3358 0.1 1.2 0.5
H -1.8395 2.0971 2.0328 -0.6 -0.6 -0.6
H -3.3435 -0.8239 -2.3612 -1.6 -1.6 1.3
H 0.9545 1.7631 -0.6802 -0.8 -0.6 0.3
H -0.0575 3.7091 0.7948 -0.1 -2.0 1.0
H 0.2455 -2.9569 -0.4532 0.0 -0.1 -0.3
H -2.1885 -1.7579 5.7678 -0.3 0.1 -0.5
H -4.2345 -0.3039 -3.7462 0.3 1.0 -0.2
H 3.3695 -1.1109 -0.4522 0.6 -0.1 -1.0
H 2.4195 0.9401 -2.0862 -0.7 -1.7 -1.1
H 0.0815 4.9001 -1.3582 1.0 -0.4 0.8
H -3.6485 1.0381 3.0478 0.2 0.1 0.3
H -1.1185 2.8311 -4.2912 -0.6 0.4 0.4
H -1.2745 -4.7899 2.9838 -0.6 -1.1 0.2
H -0.4225 1.9411 -3.0202 0.1 -0.1 0.5
H 1.0275 5.0461 1.3288 0.6 -0.5 -0.3
H -1.6455 -2.5489 4.3418 0.2 -0.3 -0.2
H 1.1455 -3.6919 1.5908 0.6 -1.1 -1.9
H 1.3815 1.8821 3.9078 -0.2 0.7 0.6
H 0.7595 -0.4579 -0.7332 1.0 -1.0 -1.6
H 3.9995 -2.4659 -3.4902 -1.5 1.6 0.1
H 1.7115 -4.2449 -3.3182 -0.8 0.4 1.0
H -3.2655 -3.6389 -0.0472 -0.6 -1.1 0.6
H 0.4725 -2.1729 2.1868 0.3 -0.5 -0.1
H -2.9835 -1.4389 -3.8832 1.6 -2.2 -1.9
H 0.8285 -4.8289 3.5288 -0.7 -0.1 0.4
H 1.9745 -2.6679 2.8638 0.3 -0.5 -0.7
H 1.9315 3.3171 -1.0642 -0.2 0.4 0.0
```
Forces are in eV/Å.

orbital gap = 8.199 eV
ΔE to the lowest compared entry with this formula, charge and spin = 351.1 kJ/mol



This record from OMol25 describes a cluster of 15 separate species, C15H60O15 in total. The level of theory is wB97M-V/def2-TZVPD.

Geometry as XYZ:
```
90
Properties=species:S:1:pos:R:3:forces:R:3
O -14.1405 -2.6873 25.4661 -0.5 -1.2 0.1
O -10.3994 -6.8523 19.1851 -0.3 -0.4 0.9
O -12.9698 -5.9147 22.8257 -0.6 -0.5 -0.4
O -10.5533 2.7157 21.3055 0.6 -0.1 1.4
O -14.0450 -4.4662 20.7617 0.4 -0.1 -0.5
O -11.0390 -4.5356 17.7310 0.3 -0.9 -0.2
O -10.7912 -5.8162 24.5468 -0.2 -0.8 -0.4
O -10.1233 -2.6549 23.3385 -0.4 0.5 0.2
O -6.4496 -2.8271 26.4373 2.0 -0.3 0.1
O -9.2554 1.8971 23.6225 0.3 -1.7 2.0
O -4.9791 -2.7490 23.9697 1.5 0.6 -0.1
O -9.0300 -4.9780 22.6450 0.5 -0.3 -0.3
O -7.8021 -1.8212 18.9686 -0.5 0.3 1.0
O -15.1319 -2.1751 21.1702 -0.9 0.8 -0.1
O -13.1336 -0.1175 24.5343 0.3 -0.5 0.2
C -11.2362 -6.8739 20.3737 1.0 0.5 -1.8
C -11.3459 1.6060 20.9156 -0.1 0.7 -1.2
C -11.3552 -2.4471 22.6705 0.2 -0.4 0.3
C -14.7894 -3.3821 24.3586 0.9 1.4 0.3
C -11.4710 -4.9808 25.4560 0.1 1.4 1.1
C -11.4653 -3.5079 18.5749 -0.3 1.4 0.0
C -9.6265 0.5032 23.9603 -0.1 1.0 -1.7
C -13.4192 -7.2569 22.9924 0.0 0.0 0.0
C -8.2614 -5.9652 21.9484 -0.1 0.4 -0.3
C -14.1953 -1.1532 21.3585 -0.2 0.0 0.6
C -15.1151 -5.1461 20.1616 -0.4 -0.5 -0.4
C -5.8958 -3.5291 23.2972 -0.9 -0.8 0.4
C -7.6382 -2.1455 26.2482 -2.0 -0.7 0.2
C -8.2940 -2.1526 20.2882 -0.4 -0.4 -0.4
C -13.7121 1.1492 24.3941 -0.9 1.1 0.1
H -12.0874 -2.0490 23.3731 0.1 0.1 -0.1
H -10.9768 -2.5712 18.3066 0.2 0.2 0.0
H -11.7155 -3.4069 22.3003 -0.3 -0.1 -0.2
H -8.9230 -0.2227 23.5524 0.2 0.2 -0.2
H -6.6330 -3.6931 26.8089 0.0 0.1 0.0
H -11.2888 1.6873 19.8301 -0.6 -1.0 -0.2
H -10.6522 -6.6730 24.9569 0.1 -0.1 0.0
H -16.0563 -4.9302 20.6672 -0.1 0.0 0.0
H -12.5330 -3.3151 18.4709 -0.2 -0.2 0.3
H -10.7531 -4.5037 26.1230 0.1 -0.1 0.1
H -10.9241 0.6711 21.2845 0.4 0.3 -0.1
H -14.7082 -3.0144 20.9761 0.6 -0.3 0.2
H -12.2805 -5.8213 23.4873 0.5 0.3 -0.1
H -13.7503 -1.8737 25.1383 -0.3 0.2 -0.4
H -13.7046 -7.3765 24.0375 -0.1 -0.4 0.0
H -8.3073 -2.5060 27.0295 -0.4 0.6 0.3
H -7.3428 -2.5737 18.5885 0.0 -0.1 0.2
H -11.2139 -3.7038 19.6173 -0.1 -0.4 -0.2
H -14.7692 -0.2319 21.4588 0.2 0.2 -0.4
H -11.2422 -1.7878 21.8099 -0.1 0.3 0.0
H -9.7149 0.2191 25.0089 0.1 1.0 0.3
H -12.2062 -5.4947 26.0754 -0.1 -0.2 -0.3
H -11.3682 -4.3809 16.8426 0.0 0.0 0.0
H -12.6565 -7.9783 22.6992 0.2 0.0 0.2
H -5.2293 -2.7919 24.8955 -0.1 0.2 0.3
H -9.6861 -5.3906 23.2115 -0.1 -0.2 0.3
H -8.9536 -3.0201 20.2654 0.2 -0.4 -0.2
H -7.5510 -1.0604 26.3032 0.3 -0.2 -0.1
H -8.5971 -6.0120 20.9124 0.0 -0.2 -0.1
H -14.2686 -7.4795 22.3466 -0.1 0.4 0.1
H -6.0983 -4.4049 23.9138 -0.6 -0.2 0.1
H -10.8320 -6.1692 18.6676 0.4 0.3 -0.7
H -14.1968 1.4963 25.3066 0.0 -0.2 0.3
H -9.7427 -3.4267 22.9130 0.7 -0.2 -0.1
H -10.8174 3.5661 20.9468 -0.4 -0.3 -0.2
H -14.0594 -3.4242 23.5503 -0.2 -0.5 -0.2
H -11.9377 -4.1491 24.9282 -0.1 -0.3 -0.2
H -14.9577 -6.2246 20.1691 0.0 -0.1 0.0
H -12.9982 1.9342 24.1446 0.2 -0.1 -0.3
H -15.1953 -4.8471 19.1165 0.0 0.1 0.0
H -11.2860 -5.8329 20.6930 -0.2 -0.2 0.7
H -14.5163 1.1085 23.6596 0.3 -0.1 -0.2
H -13.7129 -5.0136 21.4770 0.4 -0.1 0.6
H -8.1348 -2.4908 25.3414 0.1 0.5 -0.5
H -13.4350 -1.1012 20.5792 -0.1 0.2 -0.3
H -5.5576 -3.9803 22.3644 0.4 0.7 -0.2
H -15.1186 -4.3727 24.6724 0.2 0.2 0.1
H -15.6275 -2.7905 23.9901 -0.2 -0.1 0.0
H -6.7989 -2.9355 23.1555 -0.4 -0.4 -0.4
H -10.7352 -7.5284 21.0869 -0.5 0.0 0.1
H -9.6594 2.1777 22.7981 -0.3 -0.2 -0.3
H -7.2142 -5.6628 21.9531 0.0 0.0 0.1
H -10.5918 0.3260 23.4861 -0.1 -0.3 0.2
H -12.2128 -7.1968 20.0129 -0.3 -0.3 0.8
H -12.3813 1.6173 21.2562 -0.1 0.4 0.1
H -13.6668 -1.2395 22.3078 0.1 -0.2 0.2
H -7.5329 -2.3302 21.0479 0.3 0.1 -0.3
H -8.9710 -1.3944 20.6818 0.4 0.6 -0.4
H -12.7553 -0.1544 25.4159 0.3 0.0 0.0
H -8.3360 -6.9586 22.3906 -0.1 0.0 0.2
```
Forces are in eV/Å.

orbital gap = 9.390 eV
ΔE to the lowest compared entry with this formula, charge and spin = 735.9 kJ/mol



This record from OMol25 describes a structure of composition C15H64BNO28. The level of theory is wB97M-V/def2-TZVPD.

Geometry as XYZ:
```
109
Properties=species:S:1:pos:R:3:forces:R:3
O 3.7795 -1.3119 -3.7002 -0.6 -0.9 0.2
O 2.5445 3.6511 1.3188 -2.0 -0.9 0.4
O -3.8305 0.7481 -0.9152 0.2 -1.9 -0.2
O 0.4315 -3.6669 5.3198 -2.2 -0.4 0.0
O 1.1365 -0.7949 4.9908 -2.3 1.5 4.0
O 5.1025 3.0601 0.3208 -0.6 5.2 -1.6
O -4.1315 7.7171 2.8548 8.8 0.2 -0.4
O 5.9405 0.4871 -0.3272 -3.1 1.5 -4.5
O -1.8565 -1.0469 -3.5272 -4.0 0.7 3.3
O 0.8145 2.0111 -3.8862 -1.2 -0.3 -3.5
O -4.0975 6.0271 1.1918 5.7 -0.3 -0.3
O 2.4225 1.6141 3.4408 -0.3 -2.2 2.4
O -0.0995 -1.1199 -4.7982 6.5 -0.7 -2.4
O -5.1955 1.5291 1.3778 0.5 1.7 -0.1
O -3.1455 -4.6539 -1.0742 1.4 1.1 -1.6
O -0.4905 8.2931 0.3418 -2.2 -1.9 2.2
O 2.3135 3.1071 -2.0752 0.6 -4.1 -0.6
O -2.4315 -7.1819 -0.3542 3.4 -0.1 0.4
O -1.2735 -3.9149 -2.8662 -0.8 1.7 -1.2
O 0.0045 6.1141 1.9568 3.3 -1.4 1.0
O -1.7985 2.0411 -3.4582 -4.2 -1.2 2.2
O -2.0435 6.2751 2.4978 -7.6 -3.0 5.1
O -6.1855 7.8981 3.0468 -3.3 0.6 0.3
O 5.9435 -0.1009 -3.1792 0.2 -1.8 -0.4
O -2.5355 7.7971 0.9518 -5.2 2.6 -2.1
O -6.2235 5.8431 0.9878 -0.6 0.3 0.3
O -1.3595 -7.8919 3.8618 -0.8 0.6 -1.8
O 0.4235 -7.5289 -0.5302 -2.7 -0.8 0.9
N 0.3245 -0.0429 -0.0272 -3.0 -1.6 -1.6
C -0.1595 -2.5879 0.7258 2.4 2.9 0.3
C -5.2555 6.3671 1.4858 -4.9 -1.5 -1.7
C -0.4565 1.2261 -0.3542 4.1 2.7 4.5
C 2.2515 -1.0349 -1.1872 1.2 -2.2 1.7
C -0.5025 -4.8619 1.6498 2.2 1.8 -6.1
C -1.9395 3.2071 0.4358 -1.3 -0.2 3.6
C 2.7435 -0.1679 -0.0962 3.3 0.9 2.6
C -0.7745 -3.4079 1.7448 -3.3 0.8 5.8
C -1.1345 1.9741 0.9108 1.1 -3.2 -0.9
C -1.0385 6.6761 2.0048 6.9 -0.5 -2.5
C -1.3285 7.6671 1.0568 8.0 6.0 -5.4
C 1.4825 0.2271 0.7368 4.3 2.7 -1.4
C -5.2565 7.4181 2.4898 -4.3 0.3 1.1
C 0.8475 -0.5589 -1.3952 -0.3 -2.0 -3.8
C -0.5705 -1.0579 0.7318 0.3 -0.5 2.8
B -3.1315 6.9811 1.8678 -4.6 -1.6 2.3
H 3.6115 -0.5479 -4.2572 -0.2 -0.6 -1.0
H 0.4855 -2.7119 5.2708 0.6 0.7 -0.1
H -0.7135 -4.5149 -2.4262 1.1 -1.5 0.3
H -1.4175 1.0331 1.6118 -1.4 2.5 -1.8
H -0.9575 -5.3499 2.3238 -3.2 -3.5 5.4
H 2.3415 4.5981 1.4028 0.8 -0.5 -0.2
H 0.5055 -5.1859 1.6068 1.4 0.1 0.4
H 4.9845 -0.5139 -3.2462 3.2 0.3 0.2
H 2.2485 2.1541 2.7218 -0.7 2.3 -2.3
H 5.3115 2.1811 0.2878 1.4 -3.8 -0.6
H 0.9665 -2.7439 0.8698 -1.3 0.5 -0.3
H 1.1855 -7.1249 -0.7952 3.1 2.6 -0.9
H 6.6305 -0.7969 -3.5032 -2.1 1.8 0.9
H 1.4865 1.7871 -3.3222 2.5 0.0 3.6
H -1.0195 2.0771 -3.8852 4.4 1.2 -2.3
H -1.3485 -1.0479 -4.2822 0.3 1.2 -2.1
H 0.9835 0.2471 -2.2562 -1.2 -1.1 2.5
H -0.3585 2.2081 1.5728 1.6 1.5 0.7
H -1.7665 -4.3239 -3.5922 0.4 -0.3 0.2
H -2.9365 3.0511 0.1068 -0.6 -0.9 -1.3
H 3.3975 3.3071 1.0628 1.0 1.3 -0.3
H 0.8295 -0.0749 5.7298 1.2 -2.7 -2.9
H 6.6245 -0.0469 -0.1042 3.4 -2.4 1.7
H 0.9285 -1.3479 -4.7812 -3.4 0.9 -0.5
H 1.8275 3.8231 -2.3552 -1.3 2.9 -0.4
H -2.3235 3.7531 1.3558 1.2 -0.3 -0.6
H -5.5615 0.7551 1.7598 -0.2 -1.2 0.1
H -1.2015 1.1281 -0.9622 -4.3 -1.8 -3.9
H 3.8745 -2.1909 -4.1222 -0.1 1.2 -0.3
H 2.4165 -2.1649 -0.7822 -0.8 2.4 -1.4
H 1.6205 -0.3009 1.5888 -0.8 -1.4 2.9
H 1.6645 1.3091 0.8748 -1.0 -0.6 0.4
H 5.9405 0.2911 -1.3742 -0.2 0.8 2.6
H 3.6925 -0.6419 0.5048 -2.7 0.7 -0.9
H 3.3505 1.4471 3.4098 1.0 0.0 0.1
H 0.3225 1.7941 -0.9072 -0.6 0.3 0.7
H 0.2955 -1.4649 -1.9782 0.2 2.5 2.0
H -2.8645 -5.3769 -0.5072 0.0 -0.4 -0.2
H -1.8035 1.0781 -3.3532 -0.7 -0.2 0.4
H 2.8965 -0.8079 -2.0122 -0.3 -0.7 -0.4
H -1.4315 3.9241 -0.1692 0.7 0.1 -0.4
H -3.6265 1.0831 -1.8582 -0.6 -1.8 2.0
H -0.4945 -2.9779 2.8538 0.0 -1.2 -2.5
H -2.4035 -4.4859 -1.7692 -2.2 -0.4 2.2
H -1.5455 -1.9129 -3.3532 -0.3 -1.8 1.7
H -2.5635 -7.6479 0.4718 -0.6 -0.2 0.3
H 2.9675 3.2281 -1.4252 0.8 1.1 1.3
H -1.9515 -3.3649 1.9568 2.1 0.4 -1.4
H -0.5615 -3.7729 5.3738 1.7 -0.2 0.0
H -4.5545 1.3681 0.6678 -0.5 -0.4 0.1
H 3.2915 0.7731 -0.3482 -0.8 -0.6 -0.8
H 0.6875 -8.4169 -0.6862 -0.3 -1.7 0.0
H -3.9815 -0.2779 -0.6982 0.6 3.5 -2.0
H -0.4145 -2.9699 -0.2022 -0.4 -0.7 -2.2
H 1.6515 -0.2909 4.3978 1.0 1.3 -1.2
H -1.5445 -0.9689 0.3908 -1.7 0.0 -1.8
H 5.4575 3.5361 -0.5082 -0.7 -1.5 2.1
H -1.8235 -7.6979 2.9578 1.2 -1.4 2.8
H -1.3875 -7.1459 -0.3252 -2.7 -0.1 -0.5
H 1.2805 1.6601 -4.6642 -0.9 0.5 -0.6
H -1.3685 -8.8249 4.1598 -0.4 0.8 -1.0
H -0.8945 -5.3319 0.7068 0.0 0.9 0.4
H -0.8935 -0.6789 1.8358 2.1 -0.8 -2.2
H -0.3095 -0.5709 -5.5722 0.7 -0.2 -0.1
```
Forces are in eV/Å.

orbital gap = 5.904 eV
ΔE to the lowest compared entry with this formula, charge and spin = 441.6 kJ/mol